C5H11N | ωB97M-V/def2-TZVPD

Its HOMO-LUMO gap is 8.963 eV. As for the net charge: 0. The highest occupied orbital energy is -0.3041 hartree. The calculation puts the relative energy (zero: lowest compared OMol25 entry of this formula, charge and spin) at 98.2 kcal per mole.

The geometry in XYZ format:
```
17
Properties=species:S:1:pos:R:3:forces:R:3
C -0.5827 -0.0183 -0.0659 -1.0 -1.8 -1.3
C -1.6425 -0.9189 0.5378 -0.1 -0.1 -0.4
C -1.1898 1.3067 -0.5295 0.6 0.4 0.7
N 2.4806 -0.0354 0.8275 0.2 -0.6 -0.1
C 0.5158 -0.6011 -0.7165 -0.9 -0.2 1.0
C 1.7000 0.1483 -0.4006 -1.2 1.9 1.0
H 0.7662 0.9208 0.2516 2.6 0.2 -1.5
H 1.8737 -0.0843 1.6397 0.0 -0.1 -0.1
H 2.9967 -0.9095 0.7639 0.0 0.0 0.2
H 0.5071 -1.5547 -1.2445 -0.1 -0.2 0.3
H 2.4212 0.2655 -1.2175 -0.1 0.5 0.1
H -1.9646 -0.5218 1.5039 0.0 0.0 0.0
H -0.4362 1.9969 -0.9029 0.0 0.0 -0.1
H -1.2773 -1.9334 0.6941 0.1 0.0 0.0
H -2.5323 -0.9746 -0.0986 -0.1 0.1 0.1
H -1.7214 1.8015 0.2858 0.0 0.0 0.0
H -1.9147 1.1124 -1.3283 0.1 -0.2 0.1
```
Positions in Å, forces in eV/Å.

Here are the Mulliken charges for atoms 1 to 2, given in e:
1 C 0.50
2 C -1.48